{"formula": "C5H8O2", "method": "ωB97M-V with the def2-TZVPD basis set", "elements": ["C", "C", "C", "C", "C", "O", "O", "H", "H", "H", "H", "H", "H", "H", "H"], "positions_angstrom": [[1.032, 0.805, -1.048], [-0.242, 0.133, 1.709], [0.005, -1.254, -0.740], [0.859, -0.456, -0.114], [-1.019, -1.977, -1.059], [0.447, 1.153, 2.184], [-1.488, 0.395, 1.351], [-1.837, 1.272, 1.627], [0.106, 2.032, 1.887], [1.803, -0.840, 0.249], [1.393, 1.596, -0.381], [1.773, 0.641, -1.829], [0.086, 1.132, -1.473], [-1.789, -2.197, -0.328], [-1.128, -2.432, -2.033]], "forces_ev_per_angstrom": [[0.083, 0.472, 2.137], [-0.131, -0.845, 1.465], [0.262, -0.570, 1.097], [0.394, -0.048, -4.265], [-0.154, -0.236, -0.242], [-0.262, 0.737, -0.579], [-0.100, 0.495, 0.031], [0.316, 0.001, -0.205], [-0.082, -0.084, 0.284], [-0.222, -0.092, 0.582], [0.125, 0.348, -0.360], [-0.114, -0.126, 0.117], [-0.023, -0.176, -0.086], [-0.221, 0.324, 0.074], [0.130, -0.201, -0.050]], "lowdin_charge": [-0.0845, -0.2900, -0.1519, -0.2087, 0.0098, 0.0293, 0.0354, 0.1152, 0.1141, 0.1161, 0.0518, 0.0725, 0.0756, 0.0635, 0.0516], "energy_ev": -9404.458, "relative_energy_kcal_mol": 123.9, "e_homo_ev": -7.551, "lumo_energy_ev": 0.49, "largest_force_ha_per_bohr": 0.0833}